# 1
The following is a DFT calculation (ωB97M-V/def2-TZVPD) of the molecule C4H8N2O in a non-equilibrium geometry.

- ΔE to the lowest compared entry with this formula, charge and spin: 393.0 kJ/mol
- E_LUMO: 0.617 eV
- HOMO energy: -9.574 eV
- Structure (SMILES): N#C[C@@H](N)CCO

XYZ file:
```
15
C4H8N2O ωB97M-V/def2-TZVPD
H -1.5195 -2.6828 1.5195
C 1.7970 0.1244 -0.2573
C -1.0939 -1.5259 -0.0003
H 0.5043 0.5502 1.3723
H 0.7220 3.1102 -0.7193
C -0.7575 -0.0230 -0.2807
H -1.6220 0.5265 0.1103
H -0.7285 0.0801 -1.3650
C 0.5473 0.6687 0.2597
H -2.0261 -1.7506 -0.5597
N 2.8287 0.1263 -0.7814
N 1.1349 2.1883 -0.4705
O -1.3056 -1.7479 1.3827
H -0.3345 -2.2151 -0.4013
H 1.8851 2.4317 0.1762
```

***

# 2
The following is a DFT calculation (ωB97M-V/def2-TZVPD) of a structure of composition C4H6O2Zn in a non-equilibrium geometry.

- ΔE to the lowest compared entry with this formula, charge and spin: 56.6 kJ/mol
- Net charge: +2
- E_LUMO (alpha / beta): -13.419 / -13.419 eV
- HOMO energy (alpha / beta): -17.537 / -17.532 eV

XYZ file:
```
13
C4H6O2Zn ωB97M-V/def2-TZVPD
C -2.6465 0.8604 0.3339
C -1.1347 1.9090 -1.3327
Zn 1.5447 3.1884 -1.6608
C -1.4355 0.9723 -0.2258
H -0.5888 0.4251 -2.8864
H -2.4495 0.8062 1.4421
C -0.7548 1.4817 -2.6777
H -1.3934 3.0448 -3.6078
H -0.6615 0.2321 -0.0006
O 0.2820 1.9784 -1.7400
O -0.9743 2.1935 -3.7861
H -1.5654 2.9117 -1.2436
H -3.4677 1.5194 0.0408
```

***

# 3
The following is a DFT calculation (ωB97M-V/def2-TZVPD) of a structure of composition C31H35AsN4O10P2S2Ti in a non-equilibrium geometry.

- ΔE to the lowest compared entry with this formula, charge and spin: 515.4 kJ/mol
- Net charge: -2
- E_LUMO: 4.184 eV
- HOMO energy: -0.023 eV

XYZ file:
```
86
C31H35AsN4O10P2S2Ti ωB97M-V/def2-TZVPD
H 2.2223 0.4990 4.2808
H 2.3095 -4.6703 1.9591
C 0.5298 4.0762 -5.2248
C 1.4673 -0.2794 4.3901
O 1.0287 0.8218 -2.2961
H 4.5367 -3.6607 1.3861
H 0.8545 3.1341 -1.3992
O 4.0621 -3.1912 -1.4427
C 1.6575 -4.9356 -3.1357
H 1.8951 -1.2251 4.0654
C 1.3124 -2.7781 1.7922
C -0.7403 -4.8711 -2.8023
C -3.7710 -0.3785 0.5672
H 0.3283 -6.5645 -3.6044
C 0.6584 2.7432 -4.8810
N 2.2191 -1.4340 -1.4974
O -1.0812 -0.1748 -3.1334
C 2.4096 -3.6151 1.7449
C -0.2356 2.1636 -3.9947
N 1.3449 -1.4823 1.5153
H -0.6027 5.8686 -4.9467
C -2.4518 -0.8179 2.9623
O 2.2624 2.6168 2.2082
C -0.0125 2.8939 1.6357
C -1.2444 2.9045 -3.4215
H -4.4742 -1.1325 0.9272
C -0.0393 4.2198 2.0723
O 0.0597 -1.0269 -0.8723
C -0.5532 1.5615 4.4023
C 0.5898 -3.0064 -2.1136
C 1.2914 2.1944 1.5441
O 3.6704 -2.0439 -3.5166
H 3.0107 0.4799 -0.3268
As -2.2857 2.3160 -1.7980
C 0.4107 -5.5601 -3.2098
C 3.6398 -3.0588 1.4072
H -0.7910 -2.0589 3.5529
C -1.3741 4.2469 -3.7700
H 0.1791 2.3638 4.3616
C 2.5789 0.4646 0.6839
H -2.7925 -2.6735 -0.1368
H -1.4037 -1.0314 4.8625
H -1.2114 -3.0001 0.5516
H 1.1685 -0.3484 5.4377
H 1.2441 4.5339 -5.8968
P 0.0552 0.2054 3.2663
H -1.4975 1.9470 4.0284
C 0.9292 -1.7426 -1.4799
C -1.2011 -1.0752 3.7844
C 2.4989 -0.9720 1.1024
C -2.4039 4.1760 1.8404
N -1.1310 2.2104 1.3080
O 0.0711 2.7326 -1.0063
H -4.0841 0.6040 0.9130
H 3.2630 0.9956 1.3735
H 0.3450 -3.1691 2.0810
H 0.9032 4.6978 2.3017
H -1.7049 -5.3471 -2.9308
P -2.0282 -0.7435 1.1229
H 1.4578 2.1256 -5.2618
H -2.6643 -3.1149 1.5768
H -1.5457 -3.0508 -1.9808
H -3.3799 4.6365 1.9244
C -2.2760 2.8785 1.3759
C 3.6769 -1.7245 1.0754
N 1.3116 1.1512 0.7059
H -2.1619 4.8251 -3.2982
H -3.7610 -0.3525 -0.5219
C -0.6673 -3.6052 -2.2670
Ti -0.0280 0.8267 -0.7018
C -0.5028 4.8254 -4.6781
H -3.2282 -1.5649 3.1662
C 1.7227 -3.6746 -2.6080
O -3.8777 2.1936 -2.3073
H -3.1654 2.3365 1.0670
S 3.0739 -2.5487 -2.3010
H 2.5507 -5.4352 -3.4920
O 0.8788 -0.1044 -4.5435
C -1.2445 4.8736 2.2044
C -2.1858 -2.5725 0.7599
H -0.6714 1.2308 5.4339
S 0.1525 0.4972 -3.4513
H -1.2968 5.8960 2.5617
O -1.7941 0.9370 -1.0063
H 4.5927 -1.2543 0.7519
H -2.8549 0.1653 3.2182
```

***

# 4
The following is a DFT calculation (ωB97M-V/def2-TZVPD) of a cluster of 2 separate species, C4H11BO3 in total in a non-equilibrium geometry.

- ΔE to the lowest compared entry with this formula, charge and spin: 418.1 kJ/mol
- E_LUMO (alpha / beta): 0.751 / 0.817 eV
- HOMO energy (alpha / beta): -7.492 / -7.558 eV

XYZ file:
```
19
C4H11BO3 ωB97M-V/def2-TZVPD
H 3.0551 -1.2236 0.6491
C -2.1282 2.5646 -0.5307
H -0.3039 -1.8567 2.2510
H -1.1828 -1.2016 0.8997
H -0.4193 -2.8006 0.7973
O 2.1746 0.5580 0.1277
H 0.0618 0.9444 0.5304
H -1.0973 0.5400 -2.2002
H -2.7480 3.0590 0.1002
C -0.3183 -1.8253 1.1990
O -2.5790 1.4280 -0.9100
H 4.1678 0.0973 0.2906
H -2.6224 -0.3694 -1.8583
C 3.2526 -0.3704 0.0219
B 0.8836 0.1807 0.3912
H 3.2773 -0.8706 -1.0213
C -2.0677 0.4685 -1.6240
H -1.2230 3.0518 -0.9590
O 0.7433 -1.1624 0.5432
```

***

# 5
The following is a DFT calculation (ωB97M-V/def2-TZVPD) of the molecule CH2O3 in a non-equilibrium geometry.

- ΔE to the lowest compared entry with this formula, charge and spin: 35.1 kJ/mol
- E_LUMO: 0.377 eV
- HOMO energy: -11.299 eV
- Structure (SMILES): O=C(O)O

XYZ file:
```
6
CH2O3 ωB97M-V/def2-TZVPD
O -1.2968 -0.1263 0.0074
O 0.7928 -1.0244 -0.0248
H -1.4445 -1.0316 0.1641
O 0.4735 1.2555 0.0174
C -0.0025 0.1357 -0.0669
H 1.7031 -0.6208 0.2373
```

***

# 6
The following is a DFT calculation (ωB97M-V/def2-TZVPD) of a cluster of 2 separate species, CH6S3 in total.

- ΔE to the lowest compared entry with this formula, charge and spin: 12.5 kJ/mol
- E_LUMO: 0.414 eV
- HOMO energy: -9.070 eV
- Structure (SMILES): CSS.S

XYZ file:
```
10
CH6S3 ωB97M-V/def2-TZVPD
H 0.3784 0.2841 0.5912
H 2.5079 -1.7362 -2.3142
H 0.1135 2.0039 1.1142
S -2.4415 0.7695 -0.7627
S -1.9339 0.6538 1.2798
H -1.9283 -0.4157 -1.1441
S 2.2448 -1.5299 -1.0120
H 0.2630 0.7052 2.2448
H 0.9443 -1.6940 -1.2594
C -0.1482 0.9593 1.2624
```

***

# 7
The following is a DFT calculation (ωB97M-V/def2-TZVPD) of a structure of composition C4H12NO2 in a non-equilibrium geometry.

- ΔE to the lowest compared entry with this formula, charge and spin: 441.4 kJ/mol
- Net charge: -1
- E_LUMO: 3.914 eV
- HOMO energy: -3.340 eV

XYZ file:
```
19
C4H12NO2 ωB97M-V/def2-TZVPD
C -1.6168 -0.3836 1.1346
H 1.5194 -0.6506 -0.3779
O 1.7976 0.3082 -0.3363
C -0.9436 0.9987 1.2239
H -0.3587 -1.3377 -0.2464
H -1.1134 -0.9522 1.8858
H -0.0212 0.8672 1.7738
H -1.4836 -0.2692 -1.0095
O 1.0853 -2.4743 -0.6590
N 0.0139 2.0052 0.0070
H -2.1384 -1.8154 -0.3946
H 0.3046 0.6896 -1.6662
H -1.4524 1.7072 1.8321
H -2.6706 -0.3377 1.3970
C -1.4054 -1.0264 -0.2423
C 0.8312 1.1966 -0.8678
H 1.9182 -2.7037 -1.0737
H -1.0262 1.5139 0.0399
H 1.4413 1.9620 -1.3904
```

***

# 8
The following is a DFT calculation (ωB97M-V/def2-TZVPD) of a cluster of 2 separate species, C5H14NO in total.

- ΔE to the lowest compared entry with this formula, charge and spin: 73.0 kJ/mol
- Net charge: +1
- E_LUMO: -3.127 eV
- HOMO energy: -13.747 eV

XYZ file:
```
21
C5H14NO ωB97M-V/def2-TZVPD
N -0.7531 0.7955 -0.2174
H 0.4367 -1.4784 2.4520
H -1.7888 0.0597 -2.5933
H -1.6004 0.4782 0.2634
C -1.3341 -0.7642 -2.0500
C 0.3696 -1.3865 -0.2862
O 0.2727 2.8237 1.4908
H -0.0579 1.0381 0.4975
C -0.2115 -0.2694 -1.1614
H 2.0495 -0.6671 2.6633
H 2.3319 -0.4465 0.2846
H 0.0239 3.0585 2.3893
H 0.6030 0.1878 -1.7150
C 1.4157 -0.9004 0.6587
H -2.0530 -1.3661 -1.4886
H -0.4239 -1.8899 0.2575
H -0.9775 1.6772 -0.6786
H 0.7702 -2.1329 -0.9805
H 0.4959 3.6261 1.0133
C 1.2974 -1.0073 1.9713
H -0.8662 -1.4359 -2.7707
```

***

- Among the records above, which one has the highest ΔE to the lowest compared entry with this formula, charge and spin?
  C31H35AsN4O10P2S2Ti